# C13H20N4NaS

A molecular structure, C13H20N4NaS (ωB97M-V/def2-TZVPD, OMol25).

Structure (XYZ):
```
39
C13H20N4NaS ωB97M-V/def2-TZVPD
H 1.918 3.131 -2.536
H -1.876 1.221 3.360
H 2.478 -3.920 -2.078
Na -1.407 -0.723 -0.820
H 2.171 -1.695 -2.766
C -1.066 0.578 3.713
H 2.474 1.334 -3.771
C -1.049 -0.651 1.513
N 0.497 -0.657 -2.110
H 1.212 -4.916 -2.489
H -0.121 1.080 3.487
H -0.017 -1.781 4.639
C -1.554 2.635 -1.094
H 3.157 1.211 -2.160
H -2.494 -2.466 2.948
C 2.494 0.710 -2.872
N 1.225 -1.782 -2.426
C 1.113 0.518 -2.307
C -1.121 -0.792 3.016
H 0.063 -2.620 3.077
C 0.924 2.998 -2.134
H -3.281 -0.899 3.046
H -2.532 -1.597 4.502
N 1.633 -4.010 -2.626
C 0.694 -2.999 -2.365
H 3.010 -0.204 -3.165
C 0.378 1.694 -1.959
S -0.904 -3.358 -2.054
C 0.049 -1.636 3.552
H -1.154 0.485 4.803
H -2.532 2.458 -0.655
H -1.704 4.770 -0.924
C -1.091 3.935 -1.236
H 1.000 -1.146 3.330
C 0.190 4.100 -1.777
H 0.614 5.089 -1.909
C -2.433 -1.480 3.415
H -0.075 -0.162 1.272
N -0.883 1.547 -1.440
```

Results
relative energy (zero: lowest compared OMol25 entry of this formula, charge and spin) = 0.0 kJ/mol
total charge = -1
HOMO level (alpha / beta) = -2.240 / -2.007 eV